No. 1
Molecular formula: C8H28NO8
Method: DFT, ωB97M-V/def2-TZVPD

Its HOMO-LUMO gap is 0.357 Ha. As for the molecular weight: 266.31 g/mol. The LUMO energy is -2.55 eV. For the total energy, the calculation gives -26595.649 eV. For the energy above the lowest of the compared OMol25 structures with the same formula, charge and spin, the calculation gives 1593.0 kJ/mol. The value obtained for the HOMO energy is -12.3 eV.

ORCA input file:
```
! RIJCOSX wB97M-V def2-TZVPD def2/J DEFGRID3
* xyz 1 1
N 0.3082 -0.4146 -0.0081
H 0.8866 -0.5463 -0.8255
H 0.8261 -0.3574 0.8571
H -0.3887 -1.1414 0.0712
H -0.2223 0.4389 -0.1091
C -0.9417 -0.7086 2.3560
C 0.4672 -0.4077 2.7718
O 1.4181 -0.6967 1.7779
O -1.4595 0.1436 1.4064
H -1.6813 -0.7716 3.1541
H -0.9217 -1.6806 1.8632
H 0.7342 -1.0999 3.5704
H 0.7076 0.5866 3.1482
H 2.2243 -0.2438 2.0357
H -2.3783 -0.1023 1.2764
C 0.8267 2.1102 0.9573
C -0.0869 2.2579 -0.3074
O -1.0011 1.1017 -0.3881
O 0.1057 1.9818 2.1502
H 1.4437 3.0087 0.9721
H 1.5530 1.2975 0.9487
H 0.6134 2.3532 -1.1372
H -0.7081 3.1504 -0.2326
H -1.8776 1.3480 -0.6924
H -0.3643 1.1448 2.1443
C -1.6438 -2.2323 -0.8158
C -1.8419 -0.9283 -1.6029
O -2.9351 -0.1758 -1.0745
O -1.0347 -1.9852 0.4088
H -1.0547 -2.9344 -1.4058
H -2.6112 -2.7010 -0.6352
H -1.9949 -1.1859 -2.6509
H -0.9839 -0.2568 -1.5718
H -2.9192 0.7365 -1.3727
H -1.2529 -2.7685 0.9190
C 2.5033 0.3445 -1.5579
C 1.2020 0.4672 -2.3529
O 0.3565 -0.6783 -2.1001
O 2.2930 0.3294 -0.1420
H 3.1713 1.1473 -1.8699
H 2.9928 -0.5961 -1.8105
H 1.4801 0.4958 -3.4065
H 0.7279 1.4278 -2.1517
H 0.3929 -1.2445 -2.8744
H 3.0692 -0.0133 0.3072
*
```

=====

No. 2
Molecular formula: C20H18ClN5NiO4
Method: DFT, ωB97M-V/def2-TZVPD

Its HOMO-LUMO gap (spin up / spin down) is 0.283 / 0.282 Ha. As for the molecular weight: 486.54 g/mol. The LUMO energy (spin up / spin down) is 0.42 / 0.41 eV. For the total energy, the calculation gives -90231.561 eV. For the energy above the lowest of the compared OMol25 structures with the same formula, charge and spin, the calculation gives 0.0 kJ/mol. The value obtained for the HOMO energy (spin up / spin down) is -7.3 / -7.3 eV.

ORCA input file:
```
! RIJCOSX wB97M-V def2-TZVPD def2/J DEFGRID3
* xyz 0 1
Ni -1.1164 1.1426 -0.8605
C 2.7735 2.2223 4.6865
C 2.0637 1.6158 3.5064
C 2.7174 0.7590 2.6226
C 2.0867 0.2589 1.5013
C 0.7481 0.5613 1.2115
N 0.1194 0.1192 0.0641
C 0.4027 -1.1525 -0.4191
C 0.5312 -2.2510 0.4418
C 0.7465 -3.5283 -0.0332
C 0.8099 -3.7937 -1.3998
C 0.9586 -5.1969 -1.9218
C 0.6802 -2.7203 -2.2640
C 0.5153 -1.4262 -1.7871
N 0.4832 -0.3578 -2.7212
C 1.0553 -0.3045 -3.9419
C 0.6969 0.8900 -4.5212
C -0.1064 1.5242 -3.5701
N -0.2178 0.7615 -2.4917
C 0.0876 1.3804 2.1339
C 0.7406 1.9214 3.2342
N -1.3005 1.6310 1.9751
C -2.2033 1.8398 2.9529
C -3.3975 2.1736 2.3594
C -3.1393 2.1416 0.9881
N -1.8685 1.8165 0.7668
H 3.6543 1.6395 4.9537
H 2.1234 2.2699 5.5607
H 3.1045 3.2395 4.4664
H 3.7536 0.4981 2.8041
H 2.6283 -0.3809 0.8167
H 0.4499 -2.0766 1.5070
H 0.8371 -4.3459 0.6723
H 1.4004 -5.8487 -1.1687
H 1.5922 -5.2269 -2.8086
H -0.0116 -5.6170 -2.1952
H 0.6946 -2.8905 -3.3339
H 1.6851 -1.1022 -4.2923
H 0.9812 1.2558 -5.4909
H -0.6122 2.4731 -3.6063
H 0.2002 2.5966 3.8874
H -1.9301 1.7239 3.9866
H -4.3306 2.3925 2.8458
H -3.8049 2.3186 0.1617
O -4.7942 1.3996 -1.8765
Cl -3.4932 0.9854 -2.2801
O -3.4049 0.7709 -3.6819
O -2.5160 2.0755 -1.8983
O -3.0747 -0.1781 -1.5428
*
```

=====

No. 3
Molecular formula: C30H48BFN4O10SSi
Method: DFT, ωB97M-V/def2-TZVPD

Its HOMO-LUMO gap is 0.193 Ha. As for the molecular weight: 714.69 g/mol. The LUMO energy is -3.18 eV. For the total energy, the calculation gives -80414.796 eV. The value obtained for the HOMO energy is -8.4 eV.

ORCA input file:
```
! RIJCOSX wB97M-V def2-TZVPD def2/J DEFGRID3
* xyz 0 1
C 4.6436 2.7094 4.6970
C 3.2712 3.3937 4.0375
C 3.3076 3.2366 2.4048
C 4.0480 4.4587 1.6039
C 3.0806 5.2760 0.5434
C 2.8090 4.5407 -0.8764
C 3.9602 3.3995 -1.2928
N 3.7791 2.0756 -0.5889
C 4.4799 1.0392 -1.4930
C 5.0303 -0.2713 -0.6642
C 4.6746 -1.7081 -1.4354
C 4.6739 -3.0023 -0.4039
C 3.1749 -3.5303 0.0021
C 2.2599 -4.0393 -1.2745
C 0.9731 -3.0251 -1.5963
C -0.4857 -3.7692 -1.4922
Si -1.9825 -2.5491 -1.2508
C -1.6199 -0.8381 -2.1454
C -3.6340 -3.2002 -2.0681
C -2.2365 -2.0705 0.6339
C -3.5485 -1.1754 1.1084
C -3.7513 -0.7217 2.6946
C -2.6623 -1.1419 3.8629
C -1.3814 -2.0712 3.4025
C -1.1901 -2.5144 1.8347
C 2.3225 1.6564 -0.6304
N 1.9052 0.6634 0.2354
N 0.5664 0.3018 0.2278
N 1.4212 2.3864 -1.5993
C 1.3641 3.8558 -1.1289
F 0.7072 4.5782 -2.2837
C 0.2807 3.8907 0.0882
S -1.4186 3.5756 -0.7316
O -2.3648 2.8545 0.2953
O -2.0932 4.9189 -1.1173
H 4.8468 3.1636 5.7730
H 5.5785 2.8466 3.9755
H 4.5286 1.5277 4.8184
H 2.3799 2.6995 4.4228
H 3.0903 4.4953 4.3911
H 2.2205 2.9897 2.0533
H 3.9512 2.2558 2.1832
H 5.0989 4.1441 1.1330
H 4.3378 5.2635 2.4379
H 3.6875 6.2764 0.2974
H 2.1474 5.6301 1.1490
H 2.9415 5.3785 -1.7189
H 5.0559 3.7829 -1.0230
H 3.9241 3.2562 -2.4629
H 5.3576 1.5198 -2.0993
H 3.6901 0.6150 -2.2814
H 6.2081 -0.2219 -0.6121
H 4.6396 -0.3520 0.4357
H 3.6440 -1.6414 -1.9922
H 5.4995 -1.9644 -2.2591
H 5.3583 -3.8760 -0.8336
H 5.2249 -2.6383 0.5824
H 3.3227 -4.4682 0.7226
H 2.6648 -2.6896 0.6367
H 2.9456 -4.0420 -2.2276
H 1.8522 -5.1084 -1.0206
H 1.0109 -2.2018 -0.7648
H 1.1647 -2.4753 -2.6255
H -0.6877 -4.3446 -2.4940
H -0.4652 -4.4664 -0.5434
H -0.6669 -0.8857 -2.8334
H -2.5316 -0.5647 -2.8656
H -1.5575 0.0316 -1.3626
H -3.4073 -3.3080 -3.2332
H -4.0357 -4.1845 -1.5784
H -4.4049 -2.2928 -1.9853
H -4.3674 -0.8067 0.3352
H -4.7033 -0.0738 2.9729
H -2.7727 -0.8054 4.9868
H -0.5744 -2.4115 4.1792
H -0.2384 -3.1588 1.5183
H 2.5741 0.1773 0.8911
H 0.5532 -0.6525 0.6988
H -0.0195 0.8970 0.8567
H 1.7413 2.3240 -2.5897
H 0.3825 3.0402 0.8885
H 0.1490 4.9593 0.6040
H -1.2610 2.6956 -1.8499
B -8.8032 -2.5772 -1.0222
O -9.9498 -3.4802 -0.8802
C -10.8021 -3.1848 -1.8716
O -11.8678 -3.7525 -2.0488
C -10.2681 -2.1154 -2.6737
O -10.8008 -1.6158 -3.6513
O -9.0776 -1.7338 -2.1899
O -8.6253 -1.7621 0.1837
C -7.3976 -2.0252 0.6530
O -6.9240 -1.5130 1.6543
C -6.7453 -2.9877 -0.1958
O -5.6208 -3.4361 -0.0415
O -7.5600 -3.3337 -1.2024
*
```